(i)
Computed, not measured: 2 unconnected molecules or ions with the total composition C5H11N2O, with the ωB97M-V functional and the def2-TZVPD basis.

CARTESIAN COORDINATES (ANGSTROEM)
H  -2.16  -2.09  -5.02
H  0.64  -1.08  -2.12
H  1.69  -2.52  -0.51
H  -2.90  -0.94  -4.28
H  0.48  2.38  3.30
H  1.85  1.54  2.49
C  0.10  0.08  0.79
C  0.83  1.94  2.35
C  -0.32  1.01  1.93
H  -0.75  0.46  2.78
O  -2.06  -1.15  -4.74
C  -0.24  0.05  -0.52
H  -1.11  1.66  1.51
C  1.11  -1.66  -0.19
N  0.45  -0.99  -1.11
H  -0.84  0.77  -1.07
N  0.92  -0.98  0.97
H  1.44  -1.22  1.84
H  0.87  2.74  1.59

**Net charge**: +1

---

(ii)
Computed, not measured: a molecular structure, C5H11N2O, with the ωB97M-V functional and the def2-TZVPD basis.

CARTESIAN COORDINATES (ANGSTROEM)
H  0.88  1.69  0.20
H  0.69  3.42  -2.49
C  0.90  -0.31  1.09
H  -0.74  1.15  0.78
H  -1.56  1.88  -1.41
C  -0.07  -1.43  1.26
N  0.55  -2.53  2.00
H  0.89  -2.25  2.94
N  0.40  2.66  -1.88
H  -1.22  1.06  -2.88
H  -0.47  -0.63  -1.24
H  0.39  1.69  -2.71
C  -0.02  0.37  -1.16
O  -1.24  -1.40  0.99
C  0.19  0.80  0.24
H  0.84  0.17  -1.74
H  -0.12  -3.31  2.08
C  -0.69  1.57  -2.05
H  1.90  -0.55  1.32

**Net charge**: +1

---

Least stable structure: (ii)

---

(i)
Computed, not measured: a gas-phase ion, C5H11N2O (charge +1), with the ωB97M-V functional and the def2-TZVPD basis.

CARTESIAN COORDINATES (ANGSTROEM)
H  1.43  -1.70  2.13
C  -0.87  -0.35  0.31
H  2.88  -1.99  0.03
N  -0.38  0.27  -1.02
O  1.02  -2.17  -0.77
C  1.80  -1.78  0.06
C  1.44  -1.00  1.30
H  0.00  -0.47  -1.60
H  -0.83  -1.37  -0.06
H  -2.09  2.93  -1.52
H  0.67  0.97  1.14
H  -1.90  -0.07  0.49
H  2.29  -0.32  1.41
H  -0.30  0.09  2.27
H  -0.30  1.81  -2.42
C  0.24  -0.01  1.33
C  -0.79  1.38  -1.54
N  -1.92  1.98  -1.21
H  -2.38  1.80  -0.33

**SMILES**: N/C=[NH+]\CCCC=O
**Net charge**: +1

---

(ii)
Computed, not measured: a gas-phase ion, C5H11N2O (charge +1), with the ωB97M-V functional and the def2-TZVPD basis.

CARTESIAN COORDINATES (ANGSTROEM)
H  1.10  0.16  -0.02
C  0.73  -1.63  -1.58
H  1.76  -1.41  -1.84
H  1.73  1.74  1.32
H  -1.28  -0.26  1.59
C  -0.74  -0.09  0.67
H  -1.10  0.93  0.37
H  -1.13  -1.04  -2.57
H  -0.97  -2.12  0.05
H  1.42  0.63  2.73
H  0.51  -2.67  -1.42
C  -0.34  -0.75  -1.85
N  0.64  0.07  0.89
H  -2.17  -1.03  -0.57
N  -0.04  1.85  2.22
H  0.20  2.64  2.83
O  -0.24  0.53  -1.87
C  0.98  1.07  1.81
C  -1.11  -1.12  -0.37

**Net charge**: +1

---

Least stable structure: (ii)

---

(i)
Computed, not measured: a gas-phase ion, C5H11N2O (charge +1), with the ωB97M-V functional and the def2-TZVPD basis.

CARTESIAN COORDINATES (ANGSTROEM)
N  -1.21  0.36  0.17
N  -0.34  -1.85  0.37
H  -2.54  1.11  -1.36
H  0.39  -2.39  0.80
O  -0.69  1.66  0.11
H  0.49  2.00  1.59
H  -1.30  -2.20  0.54
H  1.54  -0.31  1.38
H  -2.79  -0.56  -0.87
C  1.10  0.20  0.60
C  1.75  -0.16  -0.74
H  -3.12  0.51  0.32
H  2.08  -1.12  -0.95
C  -0.27  -0.52  0.34
H  1.39  2.31  0.10
H  1.10  0.19  -1.61
H  2.70  0.51  -0.91
C  -2.48  0.36  -0.50
C  0.66  1.64  0.64

**SMILES**: C[C@H]1CON(C)C1=[NH2+]
**Net charge**: +1

---

(ii)
Computed, not measured: a gas-phase ion, C5H11N2O (charge +1), with the ωB97M-V functional and the def2-TZVPD basis.

CARTESIAN COORDINATES (ANGSTROEM)
C  -1.25  -0.49  -1.02
H  -2.07  -1.06  -0.59
H  1.84  2.40  -0.32
H  -0.28  1.05  1.94
N  0.31  -1.26  0.70
H  0.87  0.83  -1.58
O  1.31  1.78  0.19
C  1.58  -1.37  0.43
H  -1.37  1.68  0.71
H  -0.75  -1.10  -1.77
C  0.99  0.64  -0.51
H  -1.66  0.39  -1.50
N  2.03  -0.40  -0.32
H  -1.80  0.21  1.58
H  3.00  -0.25  -0.55
C  -0.28  -0.06  0.08
C  -0.98  0.77  1.15
H  -0.23  -1.90  1.26
H  2.20  -2.19  0.77

**SMILES**: CC1(C)NC=[NH+][C@@H]1O
**Net charge**: +1

---

Least stable structure: (i)

---

(i)
Computed, not measured: a single C6H5N3O molecule, with the ωB97M-V functional and the def2-TZVPD basis.

CARTESIAN COORDINATES (ANGSTROEM)
C  0.17  -0.83  -2.04
C  -1.18  -0.72  -2.00
N  -1.51  -0.24  -0.80
H  -1.93  -0.79  -2.83
C  -0.49  0.03  -0.06
C  0.61  -0.43  -0.83
H  2.65  -0.74  -0.43
N  1.79  -0.29  -0.14
C  -0.51  0.53  1.31
O  -1.53  0.85  1.90
H  -2.49  -0.10  -0.39
N  0.84  0.81  1.72
C  1.85  0.37  1.05
H  2.85  0.38  1.36
H  0.69  -1.18  -3.00

**SMILES**: O=c1nc[nH]c2cc[nH]c12

---

(ii)
Computed, not measured: a single C6H5N3O molecule, with the ωB97M-V functional and the def2-TZVPD basis.

CARTESIAN COORDINATES (ANGSTROEM)
N  1.00  1.67  0.14
C  1.58  -0.58  -0.09
C  -2.09  -1.13  -0.08
H  -2.22  2.34  0.01
C  -1.68  1.28  -0.01
H  -3.57  0.13  -0.18
O  2.28  -1.52  -0.05
H  -2.88  -1.73  0.08
C  0.00  -0.46  0.07
C  -2.51  0.18  -0.10
N  2.06  0.74  -0.17
N  -0.80  -1.52  0.17
C  -0.18  0.97  0.08
H  2.87  0.88  0.57
H  1.01  2.68  -0.35

**SMILES**: O=c1[nH][nH]c2cccnc12

---

Least stable structure: (ii)

---

(i)
Computed, not measured: a molecular structure, C6H5N3O, with the ωB97M-V functional and the def2-TZVPD basis.

CARTESIAN COORDINATES (ANGSTROEM)
C  3.08  -0.45  0.34
H  -0.76  0.78  -1.14
C  1.27  -0.55  -0.57
N  2.22  0.12  1.17
H  -3.27  1.23  -0.44
C  -2.07  -0.55  -0.06
C  -2.56  0.75  0.22
C  -0.09  0.75  0.94
N  1.06  0.04  0.58
H  4.12  -0.55  0.30
H  -2.75  0.87  1.30
C  -1.14  0.59  -0.11
H  0.52  -0.54  -1.40
O  -2.15  -1.71  -0.32
N  2.53  -0.79  -0.80

---

(ii)
Computed, not measured: a single C6H5N3O molecule, with the ωB97M-V functional and the def2-TZVPD basis.

CARTESIAN COORDINATES (ANGSTROEM)
N  -1.83  1.21  -0.15
C  -1.06  0.12  -0.22
H  2.90  -1.13  0.60
O  2.59  0.10  -0.87
H  -1.33  3.17  0.08
N  1.77  -1.25  0.58
C  -1.64  -1.18  -0.09
C  0.32  0.48  -0.30
C  0.31  1.85  -0.10
C  1.52  -0.37  -0.41
H  1.13  -2.02  0.73
H  1.12  2.54  0.12
C  -2.14  -2.27  0.05
N  -0.97  2.23  -0.07
H  -2.54  -3.27  0.16

**SMILES**: C#Cc1n[nH]cc1C(N)=O

---

Least stable structure: (i)

---

(i)
Computed, not measured: a molecular structure, C4H5Cl, with the ωB97M-V functional and the def2-TZVPD basis.

CARTESIAN COORDINATES (ANGSTROEM)
H  3.97  1.03  -0.02
C  3.22  -0.15  0.10
H  -1.05  1.63  -0.78
Cl  -2.17  -0.35  0.02
H  -0.79  1.23  1.07
H  3.83  -1.04  -0.96
C  1.64  -0.20  -0.09
C  0.50  0.12  -0.20
C  -0.74  0.84  0.02
H  3.19  -0.61  1.39

---

(ii)
Computed, not measured: a single C4H5Cl molecule, with the ωB97M-V functional and the def2-TZVPD basis.

CARTESIAN COORDINATES (ANGSTROEM)
H  -0.17  -0.75  1.57
H  -1.83  0.54  -0.47
H  2.35  0.02  -0.02
C  1.31  -0.10  0.13
C  0.20  0.65  -0.40
C  0.80  -0.96  0.97
Cl  1.79  -2.24  1.65
H  -1.18  -0.95  -0.29
H  0.32  1.58  -0.74
C  -0.92  0.00  -0.37

**SMILES**: C=C/C=C/Cl

---

Least stable structure: (i)

---

(i)
Computed, not measured: a molecular structure, IO4V2, with the ωB97M-V functional and the def2-TZVPD basis.

CARTESIAN COORDINATES (ANGSTROEM)
V  -0.23  -1.39  -0.10
O  0.38  1.10  -0.26
O  0.13  2.54  2.04
V  -0.38  2.35  0.43
I  0.01  -3.23  -1.40
O  1.29  -0.99  0.24
O  -1.20  -0.37  -0.97

**Net charge**: +1

---

(ii)
Computed, not measured: a molecular structure, IO4V2, with the ωB97M-V functional and the def2-TZVPD basis.

CARTESIAN COORDINATES (ANGSTROEM)
O  -1.09  -2.09  0.06
O  0.42  -0.02  -0.78
O  0.46  2.30  -0.50
V  1.31  1.04  -0.11
O  -2.10  0.17  0.14
V  -2.36  -1.26  -0.48
I  3.36  -0.15  1.67

**Net charge**: +1

---

Least stable structure: (i)

---

(i)
Computed, not measured: a single C5H6F2 molecule, with the ωB97M-V functional and the def2-TZVPD basis.

CARTESIAN COORDINATES (ANGSTROEM)
F  2.44  2.06  -0.03
C  1.18  2.16  0.54
H  -0.45  1.24  1.54
H  -0.13  -0.70  -2.08
H  -1.02  -2.62  -1.31
C  0.13  0.13  -0.09
C  -0.26  -0.69  -0.98
H  -2.06  -1.61  -0.28
C  0.46  0.93  1.10
C  -1.08  -1.92  -0.49
F  0.38  3.05  -0.14
H  1.22  0.42  1.71
H  -0.81  -2.46  0.51

---

(ii)
Computed, not measured: a single C5H6F2 molecule, with the ωB97M-V functional and the def2-TZVPD basis.

CARTESIAN COORDINATES (ANGSTROEM)
H  -1.52  -0.20  0.64
F  1.69  0.23  -1.65
C  0.37  0.22  -1.19
H  -0.89  0.77  2.06
F  -1.69  1.12  -2.10
C  -0.51  0.77  -2.42
H  0.06  -0.79  -1.25
H  1.21  1.10  0.91
H  0.16  -1.82  0.51
C  -0.75  0.13  1.20
C  0.44  0.44  0.43
H  1.16  -1.04  1.76
C  0.29  -0.93  1.10

---

Least stable structure: (ii)

---

(i)
Computed, not measured: a single C4H9NOSi molecule, with the ωB97M-V functional and the def2-TZVPD basis.

CARTESIAN COORDINATES (ANGSTROEM)
H  0.38  1.21  -3.03
C  -0.67  0.49  2.18
C  -0.60  -1.72  0.36
O  0.24  -1.60  1.49
C  0.59  0.15  -0.68
H  -1.71  -1.93  0.79
H  -0.36  1.34  2.69
H  -1.71  0.57  1.77
H  0.79  2.79  -1.31
H  -1.45  -0.57  -1.28
C  -0.53  -0.56  -0.68
H  2.48  1.38  -2.42
H  1.42  -0.03  -0.04
Si  1.11  1.54  -1.87
N  0.26  -0.41  2.16
H  -0.24  -2.65  -0.15

**SMILES**: C=NOC/C=C/[SiH3]

---

(ii)
Computed, not measured: 2 unconnected molecules or ions with the total composition C4H9NOSi, with the ωB97M-V functional and the def2-TZVPD basis.

CARTESIAN COORDINATES (ANGSTROEM)
H  -0.07  1.50  -2.50
C  -1.78  0.99  -1.34
Si  0.11  -0.31  1.85
O  -0.11  3.52  0.93
H  1.17  -1.13  -0.27
C  -0.27  2.40  1.19
H  -0.16  -0.11  -2.06
H  -1.30  -1.00  1.61
H  2.08  -1.78  0.98
H  2.31  -0.11  0.58
H  -2.42  0.27  -0.84
H  -2.22  2.06  -1.29
H  0.56  -0.34  3.18
N  -0.51  1.24  1.35
C  -0.61  0.82  -2.00
C  1.51  -0.91  0.68

**SMILES**: C[SiH2]N=C=O.C=C

---

Least stable structure: (i)

---

(i)
Computed, not measured: 2 unconnected molecules or ions with the total composition C3H4Cl2O, with the ωB97M-V functional and the def2-TZVPD basis.

CARTESIAN COORDINATES (ANGSTROEM)
H  -2.62  -0.64  0.50
C  -0.31  -0.41  0.32
Cl  2.35  1.74  0.17
H  -2.01  0.86  1.15
Cl  2.70  -1.21  -0.14
C  -1.74  0.09  0.42
C  1.98  0.24  -0.63
H  -1.95  0.42  -0.61
H  1.52  0.47  -1.55
O  0.08  -1.55  0.38

---

(ii)
Computed, not measured: a single C3H4Cl2O molecule, with the ωB97M-V functional and the def2-TZVPD basis.

CARTESIAN COORDINATES (ANGSTROEM)
Cl  1.24  2.74  1.54
Cl  -2.30  0.02  -0.36
C  0.41  0.71  -0.33
H  -0.31  -1.10  0.44
O  1.62  0.35  0.28
H  0.31  1.55  -1.11
C  0.81  1.04  1.16
C  -0.62  -0.36  -0.40
H  0.13  0.50  1.92
H  -0.50  -0.85  -1.45

**SMILES**: ClC[C@@H]1O[C@H]1Cl

---

Least stable structure: (i)

---

(i)
Computed, not measured: 10 unconnected molecules or ions with the total composition H19O10, with the ωB97M-V functional and the def2-TZVPD basis.

CARTESIAN COORDINATES (ANGSTROEM)
H  -0.79  -0.36  3.11
H  -0.53  -0.83  0.12
H  -1.15  1.53  -2.07
O  3.79  0.10  -0.71
H  0.44  2.53  2.75
O  -0.06  2.30  0.37
H  3.34  0.73  -0.13
O  -1.13  -0.92  -1.05
O  1.14  -3.67  0.92
H  0.64  -0.92  1.13
H  -1.91  0.68  2.67
H  0.29  -3.86  1.26
H  -1.46  -1.69  -0.90
H  0.94  -0.48  -3.84
H  -0.11  1.78  1.29
H  -2.11  0.08  -0.66
O  -0.29  -0.97  1.28
H  1.02  -1.65  -3.10
H  1.59  1.93  1.92
O  1.56  -0.87  -3.19
H  -1.90  0.47  -3.03
H  -3.70  -0.58  -0.48
O  1.30  2.21  2.81
H  3.20  -0.44  -1.25
H  0.91  -2.80  1.15
O  -1.16  0.46  3.27
H  -0.49  1.78  -0.27
O  -3.28  0.25  -0.53
O  -1.64  1.38  -3.12

**Net charge**: -1

---

(ii)
Computed, not measured: 10 unconnected molecules or ions with the total composition H19O10, with the ωB97M-V functional and the def2-TZVPD basis.

CARTESIAN COORDINATES (ANGSTROEM)
H  2.59  1.32  1.33
H  1.39  1.19  2.55
H  -1.32  0.35  -0.76
H  1.05  -2.01  0.90
H  1.03  -2.88  2.14
O  2.78  2.54  -2.65
O  -3.26  0.51  1.24
O  -0.37  3.39  1.78
H  -0.64  -2.85  -2.18
H  0.05  -0.55  -0.11
O  -1.17  -3.33  -1.59
O  -1.58  0.51  -1.84
H  -3.32  0.60  2.19
H  -2.64  -0.20  1.04
H  2.84  2.02  -1.78
O  -0.35  -0.21  2.80
H  -1.30  -2.75  -0.80
O  -0.62  -0.02  0.31
H  1.98  2.05  -2.89
O  1.66  -2.48  1.51
O  0.80  -2.50  -3.83
H  -0.67  -0.08  1.69
H  1.23  -3.11  -3.16
O  2.16  1.68  2.12
H  -0.95  2.68  1.50
H  -0.40  0.62  3.25
H  0.60  3.30  1.88
H  0.58  -1.74  -3.31
H  -2.48  0.77  -2.03

**Net charge**: -1

---

Least stable structure: (i)